A structure of composition C13H25KN6O8. Source: the OMol25 dataset; level of theory: ωB97M-V with the def2-TZVPD basis set.

Computed properties:
Electronic energy, Eh: -2040.9151
ΔE to the lowest compared entry with this formula, charge and spin, eV: 0.2746
HOMO-LUMO gap, eV: 7.08
HOMO level, eV: -2.929

Structure (ORCA input):
```
! RIJCOSX wB97M-V def2-TZVPD def2/J DEFGRID3
* xyz -2 1
K 0.4049 1.3416 -0.0068
O -2.2362 -0.3046 -2.2515
C -3.2291 0.5219 -1.6724
C -3.0468 1.9734 -2.0733
N -1.8447 2.5605 -1.4871
C -2.1573 3.3501 -0.2963
C -2.5674 2.5223 0.9647
O -3.5818 2.9011 1.5722
O -1.7703 1.5905 1.2244
C -1.0183 3.2530 -2.4529
C -0.2938 2.3444 -3.4587
O 0.0173 2.8168 -4.5490
O -0.0703 1.1423 -3.0556
H -1.4355 0.2281 -2.4430
H -3.2259 0.4203 -0.5823
H -4.2088 0.1792 -2.0353
H -3.9282 2.5821 -1.8155
H -2.9549 1.9935 -3.1659
H -2.9508 4.0858 -0.5112
H -1.2557 3.9068 -0.0184
H -0.2324 3.7880 -1.9105
H -1.5645 4.0104 -3.0428
N 4.1121 -0.0722 0.2291
N 4.7365 1.1643 -0.1001
C 3.9635 2.3621 0.0689
O 4.6201 3.4154 0.1406
O 2.7095 2.2095 0.1008
H 3.2348 0.1868 0.6844
H 3.8067 -0.4948 -0.6434
H 5.6059 1.2816 0.3959
N 1.5890 -0.7736 -2.6769
C 2.1403 -1.7121 -2.2763
H 0.9636 0.0453 -3.0044
C -1.7555 -1.7130 0.8604
N -0.7525 -2.5716 1.4812
C -0.9559 -3.9860 1.2882
C 0.4971 -2.0431 1.6775
O 0.8130 -0.9422 1.2389
N 1.3866 -2.8283 2.3942
C 0.9502 -3.4204 3.6394
C 2.7496 -2.3332 2.4425
H -2.7392 -2.1292 1.0962
H -1.6488 -1.6686 -0.2263
H -1.7101 -0.7045 1.2642
H -1.2031 -4.1959 0.2410
H -1.7812 -4.3564 1.9077
H -0.0537 -4.5442 1.5294
H 1.5315 -4.3215 3.8525
H -0.1015 -3.6930 3.6028
H 1.0834 -2.7250 4.4805
H 3.1199 -2.0657 1.4582
H 3.3863 -3.1288 2.8381
H 2.8525 -1.4492 3.0817
*
```

---

An isolated molecule of C4H5NO2. Source: the OMol25 dataset; level of theory: ωB97M-V with the def2-TZVPD basis set.

Computed properties:
Electronic energy, Eh: -360.4942
ΔE to the lowest compared entry with this formula, charge and spin, eV: 4.7673
SMILES string: O=C=CON1CC1
HOMO-LUMO gap, eV: 9.43
HOMO level, eV: -8.621

Structure (ORCA input):
```
! RIJCOSX wB97M-V def2-TZVPD def2/J DEFGRID3
* xyz 0 1
O -0.0747 -0.5199 0.9929
C -0.5911 -1.7293 0.5305
C -1.7827 -1.7019 -0.0561
O -2.8276 -1.6463 -0.5759
N -0.1560 0.3930 -0.1224
C 0.3970 1.6933 0.2030
C 1.1754 0.7241 -0.6143
H 0.0451 -2.6105 0.4796
H 0.7221 1.8517 1.2290
H -0.1429 2.5159 -0.2673
H 1.2415 0.8084 -1.6971
H 1.9937 0.2215 -0.1020
*
```

---

An isolated molecule of C3H4OS2. Source: the OMol25 dataset; level of theory: ωB97M-V with the def2-TZVPD basis set.

Computed properties:
Electronic energy, Eh: -988.2572
ΔE to the lowest compared entry with this formula, charge and spin, eV: 2.0406
SMILES string: OCC(=S)C=S
HOMO-LUMO gap, eV: 7.10
HOMO level, eV: -9.640

Structure (ORCA input):
```
! RIJCOSX wB97M-V def2-TZVPD def2/J DEFGRID3
* xyz 0 1
C -0.6167 1.2576 0.2000
C -0.2592 -0.2084 -0.0380
C 1.1249 -0.7106 -0.0403
H -2.3889 0.7051 -0.1978
H -0.3794 1.5016 1.2081
H 0.1209 1.8962 -0.4139
H 1.2444 -1.7799 -0.1484
O -1.9634 1.5883 -0.1731
S -1.5604 -1.2446 0.0316
S 2.5364 0.1783 -0.0187
*
```

---

A structure of composition C2H8ClN2PS. Source: the OMol25 dataset; level of theory: ωB97M-V with the def2-TZVPD basis set.

Computed properties:
Electronic energy, Eh: -1390.2546
ΔE to the lowest compared entry with this formula, charge and spin, eV: 2.0161
HOMO-LUMO gap, eV: 8.97
HOMO level, eV: -9.577

Structure (ORCA input):
```
! RIJCOSX wB97M-V def2-TZVPD def2/J DEFGRID3
* xyz 0 1
C -1.4873 -0.3266 0.2007
C 0.5355 -1.1511 1.2115
N 0.5537 0.8369 -2.0100
N -0.0695 -0.4452 0.1566
P 0.9971 0.7085 -0.4838
S 2.8597 0.6689 -0.0002
Cl -0.5230 2.8087 0.2643
H -1.9106 0.6618 0.3784
H -2.0274 -0.8330 -0.6047
H -1.6299 -1.0245 1.0646
H -0.0961 -1.9308 1.5884
H 1.4860 -1.7772 0.9163
H 0.7558 -0.4511 2.1379
H -0.4392 0.7391 -2.2322
H 0.9952 1.5157 -2.5880
*
```

---

A cluster of 2 separate species, C3H5NO2Si in total. Source: the OMol25 dataset; level of theory: ωB97M-V with the def2-TZVPD basis set.

Computed properties:
Electronic energy, Eh: -611.8917
ΔE to the lowest compared entry with this formula, charge and spin, eV: 5.7615
HOMO-LUMO gap (alpha / beta), eV: 7.82 / 7.52
HOMO level (alpha / beta), eV: -9.281 / -8.725

Structure (ORCA input):
```
! RIJCOSX wB97M-V def2-TZVPD def2/J DEFGRID3
* xyz 0 1
C 2.1831 1.5854 1.2851
C -0.0936 -0.5777 -0.5919
C -2.2839 -0.2055 -1.2429
N 2.4675 2.5762 0.8074
O 0.2336 -0.6929 -1.7408
O -1.3236 -0.4110 -0.1255
Si 1.7824 -0.1893 1.7634
H -2.1013 -0.7343 -2.0942
H -2.4172 0.7831 -1.4330
H -3.1218 -0.6679 -0.7747
H 1.6465 -0.6719 3.1397
H 3.0283 -0.7940 1.0073
*
```

---

A cluster of 2 separate species, C6H14O2 in total. Source: the OMol25 dataset; level of theory: ωB97M-V with the def2-TZVPD basis set.

Computed properties:
Electronic energy, Eh: -387.4335
ΔE to the lowest compared entry with this formula, charge and spin, eV: 2.0154
SMILES string: C/C=C/CCCO.O
HOMO-LUMO gap, eV: 9.82
HOMO level, eV: -9.168

Structure (ORCA input):
```
! RIJCOSX wB97M-V def2-TZVPD def2/J DEFGRID3
* xyz 0 1
C 2.1780 1.5288 -1.6105
O 3.0169 0.8461 -2.5187
C 1.9058 0.7507 -0.3265
C 0.8798 1.4513 0.5509
C -0.5098 0.9384 0.5560
C -1.4965 1.3146 1.3656
C -2.9154 0.8420 1.1896
H 1.2266 1.6483 -2.1483
H 2.5270 2.5569 -1.4698
H 3.9037 0.7185 -2.1740
H 2.8937 0.6024 0.1242
H 1.5839 -0.2549 -0.6101
H 0.7878 2.4761 0.1347
H 1.2549 1.7731 1.5289
H -0.7665 0.3013 -0.2898
H -1.3449 1.7426 2.3513
H -3.0914 -0.1395 0.7366
H -3.3836 0.6372 2.1595
H -3.5284 1.5682 0.6572
H -1.8718 -5.9018 1.2590
H -3.1574 -5.5093 0.5648
O -2.6367 -6.2999 0.8236
*
```

---

Calculated M (g mol⁻¹), listed in the same order as above: 432.475 99.089 120.198 158.594 115.164 118.176